Formula: C25H57NO4S
Source: the Open Molecules 2025 dataset
Level of theory: wB97M-V/def2-TZVPD

Output
**Kohn-Sham gap**: 10.604 eV
**Charge**: 0
**DFT total energy**: -1740.5523 a.u.
**HOMO**: -10.6 eV

XYZ file:
```
88
Properties=species:S:1:pos:R:3:forces:R:3:lowdin_charge:R:1
O 4.490 0.488 -0.230 0.7 -0.7 0.0 0.236
C 3.673 -0.164 -0.711 -1.6 1.2 -0.4 -0.263
N 2.678 -0.578 -1.356 1.0 -0.4 0.4 0.032
O 1.676 -1.053 -0.443 -0.5 0.2 0.3 -0.344
S 0.312 -0.169 -0.890 -0.6 0.3 -0.7 0.917
O -0.801 -0.683 -0.134 0.9 0.0 0.3 -0.379
O 0.704 1.298 -0.245 -0.1 -0.9 -0.1 -0.242
H 0.881 1.827 -1.035 0.1 0.4 0.0 0.012
C -3.613 1.081 -6.774 0.1 0.0 -0.1 -0.112
C -2.512 0.046 -6.988 -0.1 0.0 0.0 -0.271
C -2.386 -0.956 -5.841 0.0 0.0 0.0 -0.227
C -2.029 -0.341 -4.486 0.0 0.0 0.0 -0.224
C -0.733 0.466 -4.470 0.1 -0.1 0.0 -0.280
C 0.505 -0.359 -4.805 0.0 0.1 0.0 -0.108
H -3.422 1.698 -5.895 0.0 0.0 0.0 0.064
H -3.687 1.749 -7.633 0.0 0.0 0.0 0.068
H -4.582 0.595 -6.642 0.0 0.0 0.0 0.075
H -1.558 0.555 -7.150 0.0 0.0 0.0 0.097
H -2.720 -0.507 -7.907 0.0 0.0 0.0 0.104
H -1.640 -1.709 -6.108 0.0 0.0 0.0 0.102
H -3.332 -1.496 -5.735 0.0 0.0 0.0 0.110
H -1.954 -1.147 -3.749 0.0 0.0 0.0 0.110
H -2.849 0.298 -4.147 0.0 0.0 0.0 0.103
H -0.609 0.894 -3.471 0.0 0.1 0.0 0.067
H -0.805 1.315 -5.156 0.0 0.0 0.0 0.099
H 0.618 -1.192 -4.108 0.0 0.0 0.0 0.068
H 1.407 0.253 -4.741 0.0 0.0 0.0 0.067
H 0.456 -0.767 -5.815 0.0 0.0 0.0 0.067
C 1.577 7.790 -0.091 0.1 -0.1 0.0 -0.111
C 2.288 7.208 -1.309 0.0 0.1 0.0 -0.271
C 1.379 7.046 -2.526 0.0 0.0 0.0 -0.229
C 0.198 6.094 -2.325 0.0 0.0 0.0 -0.226
C 0.582 4.676 -1.907 0.0 -0.1 -0.1 -0.271
C 1.438 3.948 -2.941 -0.1 0.0 0.2 -0.098
H 0.774 7.140 0.257 0.0 0.0 0.0 0.065
H 2.275 7.921 0.737 0.0 0.0 0.0 0.069
H 1.146 8.766 -0.323 0.0 0.0 0.0 0.075
H 2.740 6.248 -1.045 0.0 0.0 0.0 0.097
H 3.116 7.867 -1.584 0.0 0.0 0.0 0.104
H 1.980 6.708 -3.375 0.0 0.0 0.0 0.101
H 0.985 8.027 -2.809 0.0 0.0 0.0 0.110
H -0.372 6.046 -3.258 0.0 0.0 0.0 0.111
H -0.484 6.509 -1.578 0.0 0.0 0.0 0.103
H -0.337 4.104 -1.746 0.0 0.0 0.0 0.105
H 1.102 4.694 -0.945 0.0 0.0 0.0 0.101
H 0.920 3.880 -3.900 0.0 0.0 0.0 0.079
H 1.658 2.930 -2.607 0.1 0.0 -0.1 0.048
H 2.393 4.448 -3.104 0.0 0.0 0.0 0.071
C -4.184 -4.861 4.561 0.0 0.1 0.1 -0.114
C -4.321 -3.342 4.583 -0.1 -0.1 0.0 -0.272
C -4.224 -2.701 3.199 0.0 0.0 0.0 -0.229
C -2.892 -2.919 2.480 0.0 0.0 0.0 -0.222
C -1.663 -2.431 3.244 0.0 0.0 -0.1 -0.267
C -1.661 -0.930 3.505 0.0 0.0 0.1 -0.099
H -3.208 -5.172 4.185 0.0 0.0 0.0 0.064
H -4.295 -5.273 5.565 0.0 0.0 0.0 0.068
H -4.950 -5.311 3.927 0.0 0.0 0.0 0.074
H -3.565 -2.915 5.248 0.0 0.0 0.0 0.097
H -5.290 -3.080 5.018 0.0 0.0 0.0 0.103
H -4.418 -1.629 3.291 0.0 0.0 0.0 0.101
H -5.026 -3.097 2.568 0.0 0.0 0.0 0.108
H -2.930 -2.409 1.513 0.0 0.0 0.0 0.107
H -2.769 -3.982 2.253 0.0 0.0 0.0 0.102
H -0.774 -2.681 2.658 0.0 0.0 0.0 0.083
H -1.565 -2.971 4.191 0.0 0.0 0.0 0.098
H -1.719 -0.377 2.566 0.0 0.0 0.0 0.066
H -0.743 -0.633 4.016 0.0 0.0 0.0 0.064
H -2.498 -0.625 4.135 0.0 0.0 0.0 0.066
C 2.510 -4.684 5.974 0.1 -0.1 -0.1 -0.111
C 3.684 -4.121 5.178 0.0 0.0 0.1 -0.270
C 3.524 -2.645 4.821 0.0 0.0 0.0 -0.227
C 2.316 -2.325 3.939 -0.1 0.0 0.1 -0.225
C 2.269 -3.072 2.609 0.0 0.1 0.0 -0.258
C 3.443 -2.754 1.693 0.0 -0.1 0.0 -0.106
H 1.579 -4.641 5.406 0.0 0.0 0.0 0.063
H 2.685 -5.729 6.235 0.0 0.0 0.0 0.069
H 2.366 -4.126 6.901 0.0 0.0 0.0 0.075
H 3.829 -4.715 4.271 0.0 0.0 0.0 0.098
H 4.598 -4.238 5.766 0.0 0.0 0.0 0.103
H 4.438 -2.297 4.330 0.0 0.0 0.0 0.101
H 3.440 -2.063 5.745 0.0 0.0 0.0 0.110
H 2.306 -1.248 3.740 0.0 0.0 0.0 0.112
H 1.395 -2.534 4.491 0.0 0.0 0.0 0.094
H 1.344 -2.800 2.095 0.0 0.0 0.0 0.084
H 2.218 -4.151 2.780 0.0 0.0 0.0 0.105
H 3.484 -1.682 1.487 0.0 0.0 0.1 0.053
H 3.341 -3.279 0.741 0.0 0.0 0.0 0.076
H 4.396 -3.051 2.134 0.0 0.0 0.0 0.071
```
Positions in Å, forces in eV/Å.